Record 1
Here is a cluster of 2 separate species, C2H6O2 in total from the OMol25 dataset. Energies are from the ωB97M-V functional and the def2-TZVPD basis.

Its HOMO energy is -11.09 eV. As for the energy relative to the best compared isomer or geometry (same formula, charge and spin): 3.7 kJ/mol. The total charge is 0. Its gap between HOMO and LUMO is 11.9 eV. The calculation puts the LUMO energy at 0.028 hartree. The molar mass is 62.07 g mol⁻¹.

Last column: Mulliken charge in e.
Cartesian coordinates (Å):
C (0.864, 1.054, -2.020)  -0.82
H (0.210, 1.698, -2.602)  0.24
H (0.297, 0.474, -1.303)  0.11
H (1.333, 0.365, -2.712)  0.24
H (1.580, 1.691, -1.516)  0.23
O (-1.866, -0.172, 1.967)  -0.47
C (-1.184, -1.131, 1.765)  0.24
O (-0.085, -1.446, 2.475)  -0.42
H (-1.341, -1.878, 0.978)  0.33
H (0.190, -0.656, 2.967)  0.32

Record 2
Here is an isolated molecule of C2H3N3OS from the OMol25 dataset. Energies are from the ωB97M-V functional and the def2-TZVPD basis.

Its HOMO energy is -9.83 eV. As for the energy relative to the best compared isomer or geometry (same formula, charge and spin): 167.3 kJ/mol. The total charge is 0. Its gap between HOMO and LUMO is 10.2 eV. The calculation puts the LUMO energy at 0.015 hartree. The molar mass is 117.13 g mol⁻¹.

Last column: Mulliken charge in e.
Cartesian coordinates (Å):
C (-1.235, -1.073, 0.849)  -0.77
C (0.749, 0.600, 0.052)  0.63
H (-1.717, -1.554, 1.710)  0.31
H (-1.957, -0.464, 0.313)  0.29
H (-0.850, -1.849, 0.160)  0.28
N (1.758, 1.425, -0.036)  -0.35
N (1.877, 1.646, -1.377)  -0.19
N (1.031, 1.024, -2.056)  -0.02
O (0.235, 0.298, -1.133)  -0.16
S (0.107, -0.054, 1.518)  -0.02

Record 3
Here is a structure of composition C23H40AlBr2CsFK2LiN3O15P2S from the OMol25 dataset. Energies are from the ωB97M-V functional and the def2-TZVPD basis.

Its HOMO energy is -7.78 eV. The total charge is +1. Its gap between HOMO and LUMO is 1.0 eV. The calculation puts the LUMO energy at -0.248 hartree. The molar mass is 1116.42 g mol⁻¹.

Last column: Mulliken charge in e.
Cartesian coordinates (Å):
C (-1.791, 4.009, -1.230)  -0.25
C (-2.989, 3.190, -1.664)  -0.74
O (-3.340, 2.186, -0.675)  -0.01
P (-4.428, 2.543, 0.411)  0.70
O (-5.786, 2.102, 0.065)  -0.85
C (-3.865, 1.806, 1.970)  -0.61
C (-3.220, 0.427, 1.807)  -0.79
C (-1.941, 0.409, 1.020)  -0.33
C (-0.734, 0.956, 1.206)  0.90
C (-0.389, 1.834, 2.376)  -0.94
C (0.004, 3.273, 2.014)  0.09
C (1.331, 3.649, 2.660)  -1.15
S (1.157, 3.760, 4.485)  -0.45
C (0.361, 0.698, 0.212)  0.82
O (1.438, 1.253, 0.443)  -0.89
C (0.138, -0.235, -0.955)  0.27
C (1.215, -0.527, -1.992)  -0.73
Br (1.927, -2.314, -1.699)  0.01
C (2.359, 0.473, -2.049)  -0.13
C (1.831, 1.823, -2.510)  -0.67
Br (3.610, -0.079, -3.439)  -0.07
C (-1.072, -0.837, -1.080)  0.83
C (-1.456, -1.890, -2.093)  -2.69
C (-1.374, -3.369, -1.464)  -1.74
C (-0.941, -3.354, -0.018)  -0.71
O (-0.713, -4.663, 0.483)  -0.44
C (0.330, -4.635, 1.439)  -0.77
C (-2.156, -0.468, -0.134)  1.28
O (-3.304, -0.863, -0.236)  -0.96
O (-4.303, 4.107, 0.616)  -0.25
C (-5.318, 4.703, 1.478)  -0.32
C (-4.666, 5.882, 2.153)  -1.15
H (-0.860, 3.546, -1.546)  -0.17
H (-1.841, 5.004, -1.661)  0.48
H (-1.778, 4.079, -0.148)  -0.04
H (-2.727, 2.619, -2.549)  0.53
H (-3.844, 3.795, -1.942)  0.41
H (-4.770, 1.696, 2.565)  0.72
H (-3.232, 2.517, 2.500)  0.41
H (-3.032, -0.048, 2.777)  -0.60
H (-3.935, -0.263, 1.387)  0.69
H (0.485, 1.392, 2.877)  0.39
H (-1.199, 1.864, 3.102)  0.14
H (-0.708, 3.988, 2.419)  0.55
H (0.130, 3.412, 0.946)  0.03
H (2.047, 2.856, 2.429)  0.25
H (1.750, 4.579, 2.289)  0.49
H (0.985, 2.528, 4.960)  0.28
H (0.733, -0.479, -2.964)  0.64
H (2.908, 0.557, -1.136)  0.26
H (0.902, 2.087, -2.008)  -0.29
H (2.554, 2.599, -2.273)  0.34
H (1.695, 1.848, -3.586)  0.52
H (-2.488, -1.694, -2.365)  1.22
H (-0.905, -1.891, -3.026)  0.31
H (-2.334, -3.935, -1.544)  1.31
H (-0.668, -3.955, -2.043)  0.28
H (0.001, -2.818, 0.077)  0.71
H (-1.664, -2.867, 0.649)  0.34
H (1.297, -4.524, 0.945)  0.25
H (0.337, -5.546, 2.030)  0.31
H (0.208, -3.767, 2.089)  0.28
H (-6.114, 5.036, 0.823)  0.31
H (-5.680, 3.978, 2.202)  0.37
H (-5.352, 6.387, 2.823)  0.40
H (-4.323, 6.558, 1.375)  0.30
H (-3.770, 5.546, 2.672)  0.24
Cs (2.732, 2.037, 5.130)  1.04
O (-3.627, -4.973, -0.144)  -1.29
H (-2.838, -4.646, 0.307)  0.35
K (-3.826, -2.794, -1.880)  1.18
O (7.299, 0.745, 0.303)  -0.63
P (5.769, 0.790, 0.409)  0.89
O (5.375, 1.170, 1.829)  -0.40
O (5.259, -0.603, 0.066)  -0.46
O (5.165, 1.843, -0.513)  -0.39
Li (7.337, -1.310, 0.921)  0.87
K (-2.400, -6.321, 1.426)  1.01
N (-4.967, -5.358, -5.579)  0.97
O (-4.866, -4.195, -5.109)  -0.61
O (-4.899, -5.528, -6.801)  -0.57
O (-5.127, -6.314, -4.810)  -0.58
C (10.046, -3.820, -1.200)  0.58
O (9.296, -2.998, -0.685)  -0.61
N (9.598, -5.018, -1.669)  -0.37
N (11.379, -3.590, -1.342)  -0.37
H (10.197, -5.699, -2.096)  0.17
H (8.619, -5.213, -1.584)  0.21
H (11.736, -2.714, -1.010)  0.21
H (12.009, -4.246, -1.763)  0.17
Al (-2.727, -0.968, 4.496)  0.46
F (-3.266, -2.813, 2.553)  -0.76

Record 4
Here is a cluster of 13 separate species, C6H37NO12 in total from the OMol25 dataset. Energies are from the ωB97M-V functional and the def2-TZVPD basis.

Its HOMO energy is -9.39 eV. As for the energy relative to the best compared isomer or geometry (same formula, charge and spin): 237.5 kJ/mol. The total charge is 0. Its gap between HOMO and LUMO is 9.6 eV. The calculation puts the LUMO energy at 0.006 hartree. The molar mass is 315.36 g mol⁻¹.

Last column: Mulliken charge in e.
Cartesian coordinates (Å):
C (0.575, 2.758, -0.930)  -0.36
C (-0.798, 2.931, -1.564)  -0.49
C (-1.492, 1.619, -1.776)  0.95
C (-2.085, 1.213, -2.895)  -1.40
C (-1.641, 0.717, -0.553)  1.24
C (-1.835, -0.795, -0.670)  -1.41
N (1.532, 1.960, -1.701)  -0.59
H (0.486, 2.371, 0.097)  -0.10
H (1.111, 3.674, -0.639)  0.35
H (-1.351, 3.569, -0.869)  0.29
H (-0.612, 3.267, -2.593)  0.39
H (-2.138, 1.748, -3.838)  0.34
H (-2.480, 0.207, -2.990)  0.23
H (-2.466, 1.148, 0.025)  -0.31
H (-0.712, 0.819, 0.015)  -0.47
H (-1.321, -1.189, -1.554)  0.35
H (-1.321, -1.128, 0.228)  0.24
H (-2.849, -1.182, -0.757)  0.36
H (1.154, 1.804, -2.626)  0.30
H (1.771, 1.062, -1.306)  0.19
H (-0.451, -2.091, 2.937)  0.39
H (0.353, -2.913, 3.946)  0.28
O (0.056, -2.930, 3.035)  -0.70
H (2.302, -1.534, -3.536)  0.40
H (1.498, -2.103, -4.690)  0.32
O (1.380, -1.738, -3.797)  -0.65
H (-3.706, 2.339, -0.392)  0.31
H (-5.126, 1.788, -0.518)  0.34
O (-4.593, 2.419, -0.029)  -0.66
H (1.358, -3.756, -0.158)  0.34
H (0.676, -3.266, 1.226)  0.23
O (1.325, -3.077, 0.528)  -0.53
H (0.906, -3.303, -2.475)  0.35
H (0.389, -4.699, -2.429)  0.30
O (1.117, -4.168, -2.084)  -0.68
H (1.609, -1.029, 1.764)  0.41
H (3.027, -0.371, 1.858)  0.27
O (2.086, -0.192, 1.848)  -0.71
H (3.640, -1.417, -1.744)  0.37
H (4.483, -0.512, -2.781)  0.30
O (3.902, -1.263, -2.673)  -0.73
H (-0.673, 0.286, 3.129)  0.28
H (-1.895, -0.330, 2.562)  0.33
O (-0.932, -0.496, 2.624)  -0.58
H (3.099, -0.682, -0.012)  0.38
H (3.049, -2.322, -0.037)  0.40
O (3.565, -1.510, 0.075)  -0.77
H (-4.400, -0.799, 2.681)  0.29
H (-4.029, 0.225, 1.703)  0.27
O (-3.628, -0.280, 2.432)  -0.60
H (1.889, 1.061, 3.325)  0.43
H (0.885, 2.073, 3.196)  0.21
O (1.422, 1.691, 3.907)  -0.67
H (-0.959, 3.561, 1.345)  0.29
H (-0.323, 3.684, 2.703)  0.31
O (-1.159, 3.445, 2.280)  -0.63